Record 1
2 unconnected molecules or ions with the total composition C6H14O. Source: the Open Molecules 2025 dataset; level of theory: wB97M-V/def2-TZVPD.

```
21
Properties=species:S:1:pos:R:3:forces:R:3:lowdin_charge:R:1
C -2.1520 -1.6369 1.2771 0.06 0.15 0.02 -0.02
C -1.3060 -0.6068 1.2847 -0.15 -0.12 0.00 -0.20
C -1.0301 0.2898 0.1094 -0.05 0.01 -0.04 -0.22
C 0.4498 0.6427 -0.0679 0.03 -0.01 0.04 -0.24
C 0.6752 1.6211 -1.2205 -0.05 0.00 -0.03 -0.28
C 2.1258 2.0794 -1.3445 0.06 0.01 0.00 -0.12
H -2.3370 -2.2361 2.1656 0.06 0.12 -0.12 0.06
H -2.7000 -1.9171 0.3790 0.09 0.07 0.10 0.07
H -0.7751 -0.3631 2.2078 -0.10 -0.03 -0.12 0.11
H -1.4193 -0.1728 -0.8076 0.04 0.06 0.14 0.12
H -1.5958 1.2231 0.2475 0.08 -0.09 0.00 0.12
H 1.0340 -0.2738 -0.2334 -0.08 0.14 0.02 0.12
H 0.8306 1.0886 0.8630 -0.07 -0.07 -0.12 0.12
H 0.0272 2.4977 -1.0776 0.08 -0.13 -0.01 0.11
H 0.3534 1.1517 -2.1600 0.03 0.06 0.12 0.11
H 2.2527 2.7788 -2.1779 -0.01 -0.11 0.13 0.07
H 2.7974 1.2301 -1.5147 -0.10 0.11 0.03 0.07
H 2.4553 2.5854 -0.4291 -0.04 -0.07 -0.13 0.07
O 0.3080 -3.4562 0.5118 -0.02 0.02 0.14 -0.07
H -0.2652 -2.6807 0.5942 0.05 -0.07 -0.04 -0.02
H 0.2713 -3.8450 1.3931 0.08 -0.04 -0.12 0.03
```
Forces are in eV/Å.

Computed properties:
- Spin multiplicity: 1
- SMILES: C=CCCCC.O
- Kohn-Sham gap: 0.406 Eh
- Electronic energy: -312.225342 a.u.
- ΔE to the lowest compared entry with this formula, charge and spin: 78.0 kJ/mol


Record 2
2 unconnected molecules or ions with the total composition C6H14O. Source: the Open Molecules 2025 dataset; level of theory: wB97M-V/def2-TZVPD.

```
21
Properties=species:S:1:pos:R:3:forces:R:3:lowdin_charge:R:1
C -1.6194 -0.6281 -1.0951 0.00 -0.02 -0.05 -0.08
C -1.0838 -0.3162 0.3056 0.01 -0.03 0.00 -0.43
C -2.1609 0.3815 1.1374 -0.04 0.03 0.04 -0.09
C 0.1922 0.5319 0.2662 -0.01 0.01 0.00 -0.14
C 1.4735 -0.2470 0.0150 0.00 0.28 -0.04 -0.61
C 2.7303 0.5913 -0.0859 0.02 -0.02 0.00 -0.03
O 1.5929 -1.4428 0.5781 0.01 -0.06 0.15 -0.13
H -2.4962 -1.2822 -1.0337 0.13 0.09 0.00 0.08
H -0.8810 -1.1315 -1.7295 -0.09 0.07 0.11 0.06
H -1.9283 0.2913 -1.6098 0.06 -0.10 0.09 0.08
H -0.8099 -1.2578 0.7972 -0.07 0.13 -0.05 0.13
H -3.0756 -0.2203 1.1795 0.13 0.08 -0.02 0.08
H -2.4240 1.3554 0.7043 0.04 -0.12 0.04 0.08
H -1.8238 0.5508 2.1664 -0.03 -0.02 -0.15 0.08
H 0.3626 0.9741 1.2608 0.00 -0.07 -0.12 0.14
H 0.1071 1.3671 -0.4427 0.00 -0.12 0.09 0.13
H 1.3067 -0.5744 -1.4195 0.01 0.01 0.14 0.18
H 2.9470 0.9332 0.9331 -0.04 -0.03 -0.11 0.10
H 2.6123 1.4600 -0.7398 -0.01 -0.11 0.08 0.09
H 3.5647 -0.0305 -0.4151 -0.11 0.10 0.03 0.09
H 1.4138 -1.3060 -0.7725 -0.02 -0.08 -0.23 0.18
```
Forces are in eV/Å.

Computed properties:
- Spin multiplicity: 1
- Kohn-Sham gap: 0.376 Eh
- Electronic energy: -312.112896 a.u.
- ΔE to the lowest compared entry with this formula, charge and spin: 373.2 kJ/mol


Record 3
3 unconnected molecules or ions with the total composition C6H14O at a distorted geometry. Source: the Open Molecules 2025 dataset; level of theory: wB97M-V/def2-TZVPD.

```
21
Properties=species:S:1:pos:R:3:forces:R:3:lowdin_charge:R:1
C -1.6780 0.7371 1.0782 -0.18 -1.02 0.28 -0.35
O -2.2669 1.4319 1.9035 0.70 -0.47 -0.59 -0.03
C -0.2623 0.4987 0.8978 -0.27 0.37 0.79 -0.05
C 0.2076 -0.2093 -0.3054 3.36 1.27 2.63 -0.47
C 1.0151 0.6832 -1.2290 0.88 0.30 -0.95 -0.07
C 0.8752 -1.5681 0.0062 -1.12 -0.95 0.27 -0.22
C 1.1284 -2.4641 -1.2134 -1.30 0.36 -1.50 -0.12
H 0.4490 1.0657 1.6101 -1.00 -0.03 -2.07 0.15
H -2.2556 0.1923 0.2622 -0.05 0.59 0.41 0.10
H -2.1526 5.2127 3.7405 0.00 0.16 0.05 0.01
H -1.3412 -0.8248 -1.5715 0.30 0.37 0.79 0.24
H -2.1586 4.5001 3.5508 0.00 -0.18 -0.06 0.00
H -0.8162 -0.4592 -0.8892 -1.89 -0.91 -1.53 0.03
H 1.9930 0.9785 -0.7681 -0.81 -0.22 -0.26 0.11
H 1.2493 0.2159 -2.2275 -0.17 0.24 1.08 0.09
H 0.4315 1.5927 -1.4578 0.39 -0.33 0.23 0.09
H 1.8378 -1.3169 0.5586 -1.14 -0.19 -0.76 0.14
H 0.2127 -2.1066 0.7639 0.89 0.62 -0.90 0.14
H 0.1559 -2.7779 -1.7829 1.46 0.72 1.16 0.10
H 1.7777 -1.9961 -1.9857 -0.37 -0.14 0.60 0.07
H 1.5981 -3.3859 -0.9412 0.29 -0.56 0.33 0.05
```
Forces are in eV/Å.

Computed properties:
- Spin multiplicity: 1
- Kohn-Sham gap: 0.196 Eh
- Electronic energy: -311.984385 a.u.
- ΔE to the lowest compared entry with this formula, charge and spin: 710.6 kJ/mol


Record 4
2 unconnected molecules or ions with the total composition C6H14O. Source: the Open Molecules 2025 dataset; level of theory: wB97M-V/def2-TZVPD.

```
21
Properties=species:S:1:pos:R:3:forces:R:3:lowdin_charge:R:1
C 0.0771 2.2984 2.9765 -0.02 -0.02 0.07 -0.12
C 0.1919 2.0286 1.5046 -0.12 -0.15 -0.13 -0.15
C -0.2286 0.9029 0.9328 0.04 0.17 0.28 -0.22
O -0.1983 0.7111 -0.4141 0.03 0.09 0.01 -0.10
C -0.2750 -0.6436 -0.8277 -0.01 -0.24 -0.09 -0.25
C -0.3049 -0.6823 -2.3452 0.01 0.03 0.03 -0.24
C -0.4287 -2.1113 -2.8713 0.00 -0.04 -0.01 -0.11
H -0.2835 1.4156 3.5170 0.05 0.13 -0.10 0.07
H 1.0413 2.5883 3.4108 -0.13 -0.05 -0.08 0.07
H -0.6239 3.1187 3.1771 0.11 -0.11 -0.03 0.07
H 0.6047 2.8074 0.8651 -0.05 -0.11 0.08 0.11
H -0.6484 0.0786 1.5173 0.05 0.15 -0.10 0.12
H -1.1836 -1.1115 -0.4124 0.14 0.09 -0.06 0.13
H 0.5945 -1.2016 -0.4469 -0.14 0.08 -0.07 0.11
H 0.6123 -0.2138 -2.7231 -0.15 -0.06 0.05 0.11
H -1.1464 -0.0705 -2.6937 0.14 -0.09 0.05 0.11
H -1.3600 -2.5805 -2.5310 0.15 0.07 -0.05 0.07
H 0.4061 -2.7361 -2.5301 -0.14 0.11 -0.05 0.07
H -0.4283 -2.1271 -3.9657 -0.01 0.00 0.17 0.07
H 1.7192 -0.8707 1.9407 0.03 -0.07 0.00 0.02
H 1.8627 -1.6007 1.9195 0.01 0.05 0.03 0.04
```
Forces are in eV/Å.

Computed properties:
- Spin multiplicity: 1
- SMILES: C/C=C/OCCC.[H][H]
- Kohn-Sham gap: 0.354 Eh
- Electronic energy: -312.179088 a.u.
- ΔE to the lowest compared entry with this formula, charge and spin: 199.4 kJ/mol


Record 5
A single C6H14O molecule at a distorted geometry. Source: the Open Molecules 2025 dataset; level of theory: wB97M-V/def2-TZVPD.

```
21
Properties=species:S:1:pos:R:3:forces:R:3:lowdin_charge:R:1
C 0.7806 2.9062 -1.1889 0.61 -0.99 -0.74 -0.13
C -0.0049 2.2251 -0.0908 -0.54 -0.12 0.01 -0.32
C -0.4051 0.8903 -0.6539 1.31 -0.82 -1.15 -0.26
C -0.9068 -0.0808 0.4443 0.30 -0.13 -0.34 -0.18
C -0.1078 -1.3453 0.2989 0.07 0.05 -0.15 -0.29
O -0.5146 -2.2694 1.2668 -0.05 -0.07 0.10 -0.18
C 0.2021 -3.4674 1.1785 0.15 -0.36 0.04 -0.13
H 0.1442 3.2595 -2.0054 -0.05 0.05 0.14 0.07
H 1.3187 1.9365 -1.6573 -0.02 3.06 0.80 0.10
H 1.3901 3.7603 -0.8319 0.05 -0.77 -0.44 0.07
H 0.5913 2.1479 0.8321 -0.21 -0.15 -0.29 0.11
H -1.0108 2.5826 0.1596 0.47 1.12 0.25 0.12
H -1.1876 1.0723 -1.4034 0.10 -0.14 0.12 0.11
H 0.5656 0.6086 -1.3731 -2.53 -0.71 2.18 0.14
H -1.9795 -0.3217 0.3906 0.30 0.16 -0.28 0.12
H -0.7533 0.3127 1.4644 0.11 0.09 -0.47 0.12
H -0.2523 -1.7404 -0.7217 0.06 -0.12 0.16 0.13
H 0.9638 -1.0963 0.4023 -0.11 -0.19 0.04 0.13
H 0.0641 -3.9472 0.1964 0.02 0.05 0.14 0.09
H -0.1779 -4.1300 1.9579 0.09 0.01 -0.10 0.09
H 1.2802 -3.3037 1.3347 -0.14 -0.04 -0.01 0.09
```
Forces are in eV/Å.

Computed properties:
- Spin multiplicity: 1
- SMILES: CCCCCOC
- Kohn-Sham gap: 0.403 Eh
- Electronic energy: -312.180061 a.u.
- ΔE to the lowest compared entry with this formula, charge and spin: 196.8 kJ/mol


Record 6
3 unconnected molecules or ions with the total composition C6H14O. Source: the Open Molecules 2025 dataset; level of theory: wB97M-V/def2-TZVPD.

```
21
Properties=species:S:1:pos:R:3:forces:R:3:lowdin_charge:R:1
C -0.6741 -0.2510 1.4114 -0.27 0.17 -0.14 0.01
C -1.2260 0.3870 0.3759 0.05 -0.15 0.36 -0.44
C -1.4004 1.8856 0.3983 0.04 0.13 -0.06 -0.09
C -1.7192 -0.3640 -0.8382 0.02 -0.02 -0.10 -0.07
H -0.5899 -1.3306 1.4425 -0.07 0.06 -0.08 0.06
H -0.3030 0.2758 2.2846 -0.07 0.06 -0.07 0.07
H -0.7052 2.3581 1.0982 -0.13 -0.08 0.00 0.08
H -2.4160 2.1761 0.6869 0.05 -0.12 -0.01 0.08
H -1.2269 2.3232 -0.5881 -0.06 -0.03 0.05 0.06
H -1.1116 -1.2543 -1.0205 -0.09 0.05 0.09 0.08
H -1.6594 0.2534 -1.7400 -0.02 -0.03 0.11 0.08
H -2.7608 -0.6854 -0.7311 0.08 0.12 0.04 0.08
C 1.2730 0.9427 -1.1163 0.34 -0.14 -0.44 -0.16
O 1.5846 -0.0099 -1.7837 -0.15 0.40 0.28 -0.01
H 0.5864 1.7139 -1.5079 0.00 -0.06 0.04 0.08
H 1.6854 1.1344 -0.1075 -0.02 -0.15 -0.07 0.09
C 2.1407 -1.9569 0.4183 -0.06 -0.01 0.12 -0.05
H 2.3386 -2.5923 1.2832 0.06 0.00 -0.08 0.02
H 2.9364 -1.2169 0.3069 -0.07 -0.18 -0.03 0.02
H 2.0667 -2.5630 -0.4869 0.07 0.11 0.13 0.03
H 1.1965 -1.4343 0.5811 0.31 -0.13 -0.15 -0.03
```
Forces are in eV/Å.

Computed properties:
- Spin multiplicity: 1
- SMILES: C=C(C)C.C=O.C
- Kohn-Sham gap: 0.374 Eh
- Electronic energy: -312.182474 a.u.
- ΔE to the lowest compared entry with this formula, charge and spin: 190.5 kJ/mol


Record 7
A single C6H14O2 molecule. Source: the Open Molecules 2025 dataset; level of theory: wB97M-V/def2-TZVPD.

```
22
Properties=species:S:1:pos:R:3:forces:R:3:lowdin_charge:R:1
C 2.5805 0.4393 -0.2432 -0.26 0.11 -0.11 -0.09
C 1.1593 0.9782 -0.3835 -0.01 -0.26 0.21 -0.20
C 0.0440 -0.0111 0.0134 0.01 0.25 -0.84 -0.57
C 0.1862 -1.3371 -0.7486 -0.06 0.19 0.28 -0.02
O 0.0829 -0.2550 1.4161 0.01 -0.01 0.36 -0.02
C -1.3267 0.6288 -0.3100 -0.03 -0.31 0.47 -0.11
C -2.4387 0.2297 0.6735 0.14 0.51 -0.14 -0.26
O -2.5306 -1.1527 0.8977 0.04 -0.52 0.06 -0.07
H 3.2915 1.2226 -0.4956 0.12 0.00 0.03 0.07
H 2.7529 -0.3997 -0.9122 0.08 -0.09 -0.02 0.07
H 2.7898 0.1221 0.7777 0.10 -0.05 0.10 0.07
H 0.9925 1.2815 -1.4184 -0.06 0.06 -0.03 0.12
H 1.0536 1.8640 0.2477 -0.10 0.04 -0.06 0.12
H 1.0336 -1.9091 -0.3748 0.13 -0.04 -0.02 0.08
H -0.7129 -1.9350 -0.6242 -0.04 -0.04 -0.02 0.08
H 0.3330 -1.1458 -1.8083 0.03 -0.01 -0.16 0.09
H 0.9667 -0.5644 1.6404 -0.03 -0.03 0.03 0.09
H -1.6095 0.3348 -1.3208 0.02 0.04 -0.08 0.12
H -1.2449 1.7161 -0.2801 0.01 0.09 -0.05 0.12
H -2.2778 0.7542 1.6239 -0.07 0.01 -0.12 0.12
H -3.4041 0.5386 0.2644 0.08 0.06 0.09 0.12
H -1.7213 -1.3999 1.3651 -0.10 0.01 0.00 0.07
```
Forces are in eV/Å.

Computed properties:
- Spin multiplicity: 1
- SMILES: CC[C@@](C)(O)CCO
- Kohn-Sham gap: 0.390 Eh
- Electronic energy: -387.486104 a.u.
- ΔE to the lowest compared entry with this formula, charge and spin: 56.2 kJ/mol


Record 8
A molecular structure, C6H14O2 at a distorted geometry. Source: the Open Molecules 2025 dataset; level of theory: wB97M-V/def2-TZVPD.

```
22
Properties=species:S:1:pos:R:3:forces:R:3:lowdin_charge:R:1
C -0.4259 -0.5535 -1.5985 -0.11 -2.51 1.55 -0.34
C 0.0123 -0.9915 0.3271 -2.06 0.29 -5.87 -0.27
C 0.4662 0.3079 0.6625 1.72 -1.03 6.12 -0.46
C -1.2507 -1.5745 0.8973 0.32 0.16 -0.13 -0.08
C 1.8679 0.7020 0.2727 0.03 0.22 0.12 -0.08
C -0.4841 1.4626 0.8636 -0.43 0.11 0.27 -0.07
O 0.7252 -0.4895 -2.3843 0.04 0.35 0.09 -0.01
O -1.3965 0.4002 -1.9130 0.40 0.16 0.45 0.00
H -1.0624 1.2844 -1.7248 -0.05 0.01 0.07 0.08
H 1.1451 0.3723 -2.2848 0.03 -0.12 0.04 0.07
H -0.8879 -1.5108 -1.8422 0.00 0.10 -0.17 0.12
H 0.8105 -1.7089 0.1620 0.01 0.01 0.06 0.13
H 0.6823 -0.3000 2.0556 -0.02 2.11 -2.22 0.20
H -1.5894 -2.4100 0.2851 -0.02 -0.01 0.02 0.08
H -2.0503 -0.8382 0.9476 -0.04 0.00 0.03 0.08
H -1.0532 -1.9493 1.9025 -0.03 0.00 0.17 0.08
H 2.5247 -0.1595 0.1679 -0.05 0.00 -0.11 0.09
H -1.5070 1.2627 0.5475 0.03 -0.21 -0.04 0.07
H 1.8755 1.2922 -0.6472 0.04 -0.01 -0.14 0.07
H 2.2836 1.3503 1.0447 0.02 0.04 -0.08 0.08
H -0.1579 2.3562 0.3303 0.16 0.05 -0.01 0.08
H -0.5277 1.6947 1.9284 0.00 0.27 -0.21 0.08
```
Forces are in eV/Å.

Computed properties:
- Spin multiplicity: 1
- Kohn-Sham gap: 0.301 Eh
- Electronic energy: -387.351908 a.u.
- ΔE to the lowest compared entry with this formula, charge and spin: 408.5 kJ/mol


Record 9
A single C6H14O3 molecule. Source: the Open Molecules 2025 dataset; level of theory: wB97M-V/def2-TZVPD.

```
23
Properties=species:S:1:pos:R:3:forces:R:3:lowdin_charge:R:1
C 0.5090 -2.2638 -0.2388 0.33 0.36 0.02 -0.08
O 1.0334 -1.4813 0.8224 -0.23 -0.02 0.01 -0.18
C 0.2613 -0.3418 1.1652 0.43 -0.20 -0.10 -0.15
C 0.2284 0.7698 0.0877 -0.03 0.00 -0.15 -0.34
C -1.0225 0.8551 -0.7780 -0.13 0.14 0.26 -0.12
C -2.3292 0.8390 -0.0049 -0.29 -0.37 0.04 -0.25
O -2.8501 -0.4706 0.2453 0.29 -0.17 -0.06 -0.08
O 1.3308 0.7083 -0.7942 0.00 -0.15 0.08 -0.15
C 2.5687 0.9813 -0.1694 -0.03 -0.06 0.05 -0.09
H 0.9861 -1.9824 -1.1755 0.03 0.04 -0.18 0.09
H -0.5609 -2.1212 -0.3494 -0.31 -0.07 0.09 0.07
H 0.7143 -3.3107 -0.0391 0.02 -0.11 0.11 0.09
H -0.7407 -0.6519 1.4591 -0.24 0.10 -0.09 0.12
H 0.7402 0.0694 2.0488 0.13 -0.07 0.15 0.12
H 0.2830 1.7245 0.6253 -0.06 0.09 0.18 0.15
H -1.0502 0.0775 -1.5381 0.15 -0.18 -0.16 0.12
H -0.9720 1.8062 -1.3005 0.10 0.09 -0.25 0.12
H -3.0935 1.4045 -0.5345 -0.03 0.15 -0.16 0.11
H -2.2115 1.3017 0.9732 0.05 0.10 0.13 0.12
H -2.5460 -1.0655 -0.4538 -0.17 0.24 0.13 0.07
H 3.3393 0.8537 -0.9197 0.10 0.09 -0.15 0.09
H 2.5961 2.0015 0.2201 -0.01 0.17 -0.03 0.09
H 2.7860 0.2969 0.6487 -0.09 -0.16 0.07 0.09
```
Forces are in eV/Å.

Computed properties:
- Spin multiplicity: 1
- SMILES: COC[C@H](CCO)OC
- Kohn-Sham gap: 0.381 Eh
- Electronic energy: -462.672895 a.u.
- ΔE to the lowest compared entry with this formula, charge and spin: 205.2 kJ/mol


Question: Which of these has the lowest ΔE to the lowest compared entry with this formula, charge and spin?
Answer: number 7


Question: Look up the Kohn-Sham gap of the fifth one.
Answer: 0.403 Eh


Question: What is the ΔE to the lowest compared entry with this formula, charge and spin in the sixth record?
Answer: 190.5 kJ/mol


Question: Which formula does entry 8 have?
Answer: C6H14O2